Version P
This record from the Open Molecules 2025 dataset describes a 2-piece molecular cluster, C4H14NS2 overall. The level of theory is ωB97M-V with the def2-TZVPD basis set.

Geometry as ORCA input:
```
! RIJCOSX wB97M-V def2-TZVPD def2/J DEFGRID3
* xyz 1 1
C -0.078 -2.323 0.152
S 0.227 -0.928 -0.995
S 2.007 -0.040 -0.464
C 2.128 -0.215 1.327
H 0.840 -2.869 0.360
H -0.469 -1.903 1.075
H -0.796 -2.983 -0.325
H 2.137 -1.255 1.654
H 3.084 0.198 1.655
H 1.384 0.290 1.950
C -3.062 0.665 0.152
C -2.167 1.675 0.861
N -0.904 1.892 0.047
H -3.978 0.577 0.734
H -3.342 1.027 -0.837
H -2.552 -0.289 0.066
H -2.627 2.653 0.963
H -1.844 1.282 1.822
H -0.497 0.958 -0.203
H -0.178 2.413 0.545
H -1.052 2.467 -0.785
*
```

## Properties
Orbital gap (eV): 8.89
LUMO (Ha): -0.1163

In elementary charge units, the Mulliken charges are: number 1, C, carries -0.81; number 2, S, carries -0.09; number 3, S, carries -0.02; number 4, C, carries -0.76; number 5, H, carries 0.35; number 6, H, carries 0.28; number 7, H, carries 0.35; number 8, H, carries 0.28; number 9, H, carries 0.34; number 10, H, carries 0.25; number 11, C, carries -0.95; number 12, C, carries -0.33; number 13, N, carries -0.08; number 14, H, carries 0.35; number 15, H, carries 0.33; number 16, H, carries 0.25; number 17, H, carries 0.37; number 18, H, carries 0.29; number 19, H, carries -0.15; number 20, H, carries 0.40; number 21, H, carries 0.36

---

Version Q
This record from the Open Molecules 2025 dataset describes C4H14NS2 as an isolated structure. The level of theory is ωB97M-V with the def2-TZVPD basis set.

Geometry as ORCA input:
```
! RIJCOSX wB97M-V def2-TZVPD def2/J DEFGRID3
* xyz 1 1
C 2.458 -0.680 -0.276
S 1.180 -1.709 0.521
C 0.130 -2.367 -0.804
H 2.092 0.313 -0.552
H 2.848 -1.177 -1.161
H 3.200 -0.532 0.508
H -0.389 -3.214 -0.361
H -0.585 -1.678 -1.247
H 0.803 -2.709 -1.588
C -0.804 1.639 0.956
C -1.176 1.300 -0.479
S -1.606 2.784 -1.408
N -0.587 0.339 1.682
H -1.653 2.141 1.416
H 0.135 2.188 1.071
H -1.999 0.576 -0.431
H -0.324 0.775 -0.920
H -2.257 2.205 -2.430
H -0.202 0.419 2.620
H 0.188 -0.422 1.132
H -1.455 -0.190 1.752
*
```

## Properties
Orbital gap (eV): 9.66
LUMO (Ha): -0.1109

In elementary charge units, the Mulliken charges are: number 1, C, carries -0.75; number 2, S, carries -0.07; number 3, C, carries -0.73; number 4, H, carries 0.28; number 5, H, carries 0.33; number 6, H, carries 0.33; number 7, H, carries 0.33; number 8, H, carries 0.27; number 9, H, carries 0.32; number 10, C, carries -0.71; number 11, C, carries -0.36; number 12, S, carries -0.17; number 13, N, carries -0.28; number 14, H, carries 0.40; number 15, H, carries 0.35; number 16, H, carries 0.35; number 17, H, carries 0.17; number 18, H, carries 0.16; number 19, H, carries 0.37; number 20, H, carries 0.04; number 21, H, carries 0.38

---

Most stable pick: version P. Distance to second place: 0.492 eV.

---

Version P
This record from the Open Molecules 2025 dataset describes C5H6ClN in the gas phase. The level of theory is ωB97M-V with the def2-TZVPD basis set.

Geometry as ORCA input:
```
! RIJCOSX wB97M-V def2-TZVPD def2/J DEFGRID3
* xyz 0 1
C 1.137 1.547 0.366
C 0.349 1.009 -0.573
C -0.591 -0.220 -0.389
C -0.460 -0.894 1.013
Cl -2.358 0.107 -0.689
C -0.190 -1.147 -1.413
N 0.156 -1.944 -2.192
H 1.768 2.458 0.104
H 1.156 0.951 1.351
H 0.240 1.466 -1.609
H 0.582 -1.178 1.137
H -0.772 -0.302 1.872
H -1.019 -1.852 1.022
*
```

## Properties
Orbital gap (eV): 11.21
SMILES: C=C[C@@](C)(Cl)C#N
LUMO (Ha): 0.0158

In elementary charge units, the Mulliken charges are: number 1, C, carries -0.57; number 2, C, carries -0.36; number 3, C, carries 1.16; number 4, C, carries -1.56; number 5, Cl, carries -0.17; number 6, C, carries 0.06; number 7, N, carries -0.42; number 8, H, carries 0.26; number 9, H, carries 0.19; number 10, H, carries 0.26; number 11, H, carries 0.42; number 12, H, carries 0.37; number 13, H, carries 0.37

---

Version Q
This record from the Open Molecules 2025 dataset describes a 2-piece molecular cluster, C5H6ClN overall. The level of theory is ωB97M-V with the def2-TZVPD basis set.

Geometry as ORCA input:
```
! RIJCOSX wB97M-V def2-TZVPD def2/J DEFGRID3
* xyz 0 1
C 1.944 1.191 1.951
C 1.617 0.142 0.949
C 1.474 -0.702 0.102
Cl 0.973 -1.795 -0.992
H 0.925 1.559 2.135
H 2.644 1.862 1.338
H 2.391 0.765 2.969
C -2.325 -1.305 -2.644
C -2.111 -0.626 -1.651
N -1.876 -0.053 -0.486
H -2.412 -1.388 -3.625
H -1.908 0.923 -0.273
H -1.337 -0.573 0.226
*
```

## Properties
Orbital gap (eV): 9.00
SMILES: CC#CCl.C#CN
LUMO (Ha): 0.0219

In elementary charge units, the Mulliken charges are: number 1, C, carries -0.87; number 2, C, carries -0.11; number 3, C, carries 0.40; number 4, Cl, carries -0.15; number 5, H, carries 0.24; number 6, H, carries 0.23; number 7, H, carries 0.25; number 8, C, carries -0.59; number 9, C, carries 0.23; number 10, N, carries -0.40; number 11, H, carries 0.38; number 12, H, carries 0.20; number 13, H, carries 0.20

---

Most stable pick: version P. Distance to second place: 3.633 eV.

---

Version P
This record from the Open Molecules 2025 dataset describes a 2-piece molecular cluster, C2H4F2S2 overall. The level of theory is ωB97M-V with the def2-TZVPD basis set.

Geometry as ORCA input:
```
! RIJCOSX wB97M-V def2-TZVPD def2/J DEFGRID3
* xyz 0 1
C 0.787 -1.030 0.396
C -1.417 2.717 -0.269
F -2.200 1.663 -0.075
F -1.127 3.314 0.878
S 1.712 0.549 0.472
S 1.152 1.533 -1.118
H 0.989 -1.526 -0.547
H -0.274 -0.824 0.501
H 1.139 -1.637 1.221
H -1.693 3.368 -1.084
*
```

## Properties
Orbital gap (spin up / spin down) (eV): 8.80 / 7.34
LUMO (spin up / spin down) (Ha): 0.0143 / -0.0464

In elementary charge units, the Mulliken charges are: number 1, C, carries -0.72; number 2, C, carries 0.09; number 3, F, carries -0.17; number 4, F, carries -0.17; number 5, S, carries 0.05; number 6, S, carries -0.19; number 7, H, carries 0.30; number 8, H, carries 0.26; number 9, H, carries 0.27; number 10, H, carries 0.28

---

Version Q
This record from the Open Molecules 2025 dataset describes a 2-piece molecular cluster, C2H4F2S2 overall. The level of theory is ωB97M-V with the def2-TZVPD basis set.

Geometry as ORCA input:
```
! RIJCOSX wB97M-V def2-TZVPD def2/J DEFGRID3
* xyz 0 1
C 0.295 0.188 -0.708
C 0.905 0.093 0.708
F 0.694 1.313 1.421
F 0.459 -0.913 1.405
S -3.043 -0.585 0.325
S -2.344 1.253 -0.206
H 0.663 0.995 -1.392
H 0.132 -0.874 -1.076
H 2.057 -0.003 0.626
H -2.035 -0.925 1.058
*
```

## Properties
Orbital gap (spin up / spin down) (eV): 6.86 / 8.26
LUMO (spin up / spin down) (Ha): -0.0642 / -0.0243

In elementary charge units, the Mulliken charges are: number 1, C, carries -0.96; number 2, C, carries 0.56; number 3, F, carries -0.26; number 4, F, carries -0.21; number 5, S, carries -0.08; number 6, S, carries -0.08; number 7, H, carries 0.35; number 8, H, carries 0.34; number 9, H, carries 0.18; number 10, H, carries 0.17

---

Most stable pick: version P. Distance to second place: 0.605 eV.

---

Version P
This record from the Open Molecules 2025 dataset describes C12H24N2O3 in the gas phase. The level of theory is ωB97M-V with the def2-TZVPD basis set.

Geometry as ORCA input:
```
! RIJCOSX wB97M-V def2-TZVPD def2/J DEFGRID3
* xyz 0 1
C -3.746 1.100 0.239
C -2.231 1.157 0.196
C -1.830 2.613 0.017
C -1.639 0.135 -0.832
C -1.362 -1.226 -0.143
N -0.342 -1.918 -0.884
C 0.975 -2.046 -0.494
O 1.877 -2.387 -1.272
C 1.429 -1.526 0.898
N 2.646 -2.252 1.268
C 1.598 -0.003 0.855
C 2.430 0.465 -0.405
C 3.975 0.491 -0.085
C 1.918 1.840 -0.896
C -2.560 -2.123 -0.131
O -2.804 -2.735 -1.138
O -3.391 -2.136 0.933
H -4.225 1.952 0.769
H -4.176 1.094 -0.812
H -4.168 0.174 0.692
H -1.787 0.906 1.159
H -0.761 2.951 -0.039
H -2.256 3.170 0.884
H -2.320 3.112 -0.806
H -0.709 0.590 -1.193
H -2.273 0.059 -1.713
H -1.025 -1.011 0.870
H -0.625 -2.429 -1.689
H 0.822 -1.711 1.782
H 2.312 -3.222 1.201
H 3.327 -2.184 0.475
H 2.196 0.286 1.753
H 0.584 0.474 1.019
H 2.368 -0.199 -1.203
H 4.599 0.847 -0.970
H 4.442 -0.422 0.233
H 4.264 1.240 0.704
H 0.773 1.804 -0.917
H 2.191 2.526 -0.047
H 2.364 2.108 -1.862
H -2.859 -1.563 1.585
*
```

## Properties
Orbital gap (eV): 9.84
SMILES: CC(C)C[C@H](NC(=O)[C@@H](N)CC(C)C)C(=O)O
LUMO (Ha): 0.0083

In elementary charge units, the Mulliken charges are: number 1, C, carries -1.64; number 2, C, carries 1.15; number 3, C, carries -1.68; number 4, C, carries -0.95; number 5, C, carries 0.07; number 6, N, carries -0.11; number 7, C, carries 0.03; number 8, O, carries -0.67; number 9, C, carries 0.10; number 10, N, carries -0.82; number 11, C, carries -0.49; number 12, C, carries 0.39; number 13, C, carries -1.49; number 14, C, carries -1.03; number 15, C, carries 0.13; number 16, O, carries -0.57; number 17, O, carries -0.54; number 18, H, carries 0.42; number 19, H, carries 0.31; number 20, H, carries 0.34; number 21, H, carries 0.09; number 22, H, carries 0.27; number 23, H, carries 0.41; number 24, H, carries 0.40; number 25, H, carries 0.30; number 26, H, carries 0.56; number 27, H, carries 0.55; number 28, H, carries 0.30; number 29, H, carries 0.46; number 30, H, carries 0.34; number 31, H, carries 0.29; number 32, H, carries 0.54; number 33, H, carries 0.00; number 34, H, carries 0.36; number 35, H, carries 0.36; number 36, H, carries 0.31; number 37, H, carries 0.34; number 38, H, carries 0.04; number 39, H, carries 0.34; number 40, H, carries 0.37; number 41, H, carries 0.42

---

Version Q
This record from the Open Molecules 2025 dataset describes C12H24N2O3 in the gas phase. The level of theory is ωB97M-V with the def2-TZVPD basis set.

Geometry as ORCA input:
```
! RIJCOSX wB97M-V def2-TZVPD def2/J DEFGRID3
* xyz 0 1
C -4.364 -0.422 0.927
C -3.008 -0.858 0.467
C -2.912 -2.362 0.498
C -2.724 -0.268 -0.914
C -1.368 0.450 -1.027
N -0.304 -0.449 -0.610
C 0.997 -0.216 -0.979
O 1.353 0.774 -1.598
C 1.970 -1.343 -0.673
N 3.108 -1.296 -1.592
C 2.356 -1.379 0.833
C 2.905 -0.112 1.560
C 4.002 0.610 0.810
C 1.739 0.827 1.926
C -1.370 1.799 -0.258
O -2.294 2.151 0.410
O -0.278 2.533 -0.398
H -4.484 0.669 0.904
H -4.719 -0.741 1.923
H -5.109 -0.797 0.234
H -2.337 -0.431 1.214
H -3.623 -2.898 -0.183
H -1.950 -2.841 0.267
H -3.130 -2.716 1.535
H -3.536 0.437 -1.180
H -2.688 -1.112 -1.611
H -1.173 0.730 -2.070
H -0.553 -1.325 -0.137
H 1.488 -2.321 -0.821
H 3.958 -1.593 -1.094
H 3.277 -0.376 -2.001
H 3.121 -2.156 1.033
H 1.505 -1.709 1.455
H 3.241 -0.383 2.571
H 4.771 -0.153 0.609
H 3.649 1.101 -0.099
H 4.470 1.356 1.469
H 1.420 1.452 1.032
H 0.824 0.377 2.406
H 2.065 1.634 2.608
H 0.292 2.000 -0.987
*
```

## Properties
Orbital gap (eV): 10.01
SMILES: CC(C)C[C@H](NC(=O)[C@@H](N)CC(C)C)C(=O)O
LUMO (Ha): 0.0213

In elementary charge units, the Mulliken charges are: number 1, C, carries -1.84; number 2, C, carries 1.36; number 3, C, carries -1.52; number 4, C, carries -1.37; number 5, C, carries -0.16; number 6, N, carries 0.36; number 7, C, carries 0.09; number 8, O, carries -0.76; number 9, C, carries 0.17; number 10, N, carries -0.67; number 11, C, carries -1.21; number 12, C, carries 0.84; number 13, C, carries -1.49; number 14, C, carries -1.27; number 15, C, carries 0.57; number 16, O, carries -0.55; number 17, O, carries -0.59; number 18, H, carries 0.36; number 19, H, carries 0.39; number 20, H, carries 0.42; number 21, H, carries 0.02; number 22, H, carries 0.32; number 23, H, carries 0.32; number 24, H, carries 0.37; number 25, H, carries 0.41; number 26, H, carries 0.41; number 27, H, carries 0.44; number 28, H, carries 0.08; number 29, H, carries 0.27; number 30, H, carries 0.31; number 31, H, carries 0.31; number 32, H, carries 0.46; number 33, H, carries 0.45; number 34, H, carries 0.47; number 35, H, carries 0.32; number 36, H, carries 0.18; number 37, H, carries 0.47; number 38, H, carries 0.16; number 39, H, carries 0.28; number 40, H, carries 0.45; number 41, H, carries 0.39

---

Most stable pick: version Q. Distance to second place: 1.301 eV.

---

Version P
This record from the Open Molecules 2025 dataset describes a 4-piece molecular cluster, C3H14NO4 overall. The level of theory is ωB97M-V with the def2-TZVPD basis set.

Geometry as ORCA input:
```
! RIJCOSX wB97M-V def2-TZVPD def2/J DEFGRID3
* xyz 0 2
C 0.030 1.956 0.939
N 0.752 0.734 0.504
C 0.084 -0.505 1.002
O -0.676 -0.854 -0.116
C 0.038 3.038 -0.144
H 0.573 2.380 1.792
H -0.979 1.700 1.253
H 0.617 0.677 -0.508
H 0.854 -1.249 1.126
H -0.604 -0.377 1.838
H -0.904 3.587 -0.129
H 0.912 3.684 -0.126
H 0.026 2.643 -1.175
H 3.747 -0.883 -0.069
H 2.997 0.396 0.473
O 3.838 0.030 0.246
H -0.377 -2.291 -1.198
H -1.443 -3.212 -2.050
O -0.553 -3.149 -1.647
H -3.234 0.091 -0.718
H -2.376 -0.951 -0.133
O -3.313 -0.779 -0.318
*
```

## Properties
Orbital gap (spin up / spin down) (eV): 11.43 / 7.70
Expectation value of S²: 0.757
LUMO (spin up / spin down) (Ha): 0.0188 / -0.1140

In elementary charge units, the Mulliken charges are: number 1, C, carries -0.30; number 2, N, carries -0.34; number 3, C, carries -0.18; number 4, O, carries -0.62; number 5, C, carries -1.12; number 6, H, carries 0.26; number 7, H, carries 0.36; number 8, H, carries 0.26; number 9, H, carries 0.23; number 10, H, carries 0.36; number 11, H, carries 0.31; number 12, H, carries 0.32; number 13, H, carries 0.34; number 14, H, carries 0.31; number 15, H, carries 0.39; number 16, O, carries -0.68; number 17, H, carries 0.41; number 18, H, carries 0.30; number 19, O, carries -0.67; number 20, H, carries 0.28; number 21, H, carries 0.44; number 22, O, carries -0.66

---

Version Q
This record from the Open Molecules 2025 dataset describes a 4-piece molecular cluster, C3H14NO4 overall. The level of theory is ωB97M-V with the def2-TZVPD basis set.

Geometry as ORCA input:
```
! RIJCOSX wB97M-V def2-TZVPD def2/J DEFGRID3
* xyz 0 2
O 0.884 0.638 2.428
C -0.324 0.443 2.583
C -1.058 -0.204 1.448
N -0.154 -0.306 0.282
C -0.799 -0.808 -0.982
H -0.802 0.746 3.552
H -1.430 -1.166 1.775
H -1.911 0.454 1.190
H 0.306 0.559 0.056
H 0.744 -1.040 0.447
H -0.050 -1.626 -1.660
H -1.227 -0.045 -1.568
H -1.563 -1.637 -0.861
H 0.048 3.424 1.204
H -0.556 3.224 -0.207
O -0.147 2.752 0.558
H 2.483 -2.643 -0.840
H 1.133 -3.260 -1.415
O 1.492 -2.695 -0.718
H 1.656 1.368 -2.489
H 0.327 0.866 -2.769
O 0.947 0.954 -2.012
*
```

## Properties
Orbital gap (spin up / spin down) (eV): 2.57 / 6.52
Expectation value of S²: 0.753
LUMO (spin up / spin down) (Ha): -0.0028 / -0.0034

In elementary charge units, the Mulliken charges are: number 1, O, carries -0.72; number 2, C, carries -0.62; number 3, C, carries -0.42; number 4, N, carries -0.01; number 5, C, carries -0.79; number 6, H, carries 0.39; number 7, H, carries 0.38; number 8, H, carries 0.23; number 9, H, carries 0.32; number 10, H, carries 0.40; number 11, H, carries 0.15; number 12, H, carries 0.37; number 13, H, carries 0.36; number 14, H, carries 0.27; number 15, H, carries 0.27; number 16, O, carries -0.55; number 17, H, carries 0.31; number 18, H, carries 0.31; number 19, O, carries -0.65; number 20, H, carries 0.28; number 21, H, carries 0.29; number 22, O, carries -0.57

---

Most stable pick: version P. Distance to second place: 2.324 eV.